[1]
A single C5H8S molecule. Source: the Open Molecules 2025 dataset; level of theory: ωB97M-V/def2-TZVPD.

The geometry in XYZ format:
```
14
Properties=species:S:1:pos:R:3:forces:R:3:mulliken_charge:R:1
C -1.54841 -0.66719 -0.04174 1.11 -3.70 -0.21 -0.1776
C -0.35924 -1.28561 -0.04850 -0.14 -0.12 -0.72 -0.5980
C -0.22298 1.11495 -0.40142 3.74 2.33 0.22 -0.6990
C 2.76448 0.18000 0.02115 -1.88 1.07 -3.01 -0.7776
C -1.55235 0.75759 0.03656 -2.44 0.90 -0.61 -0.2706
S 0.96632 -0.02087 0.08750 -2.77 -0.01 2.03 0.3213
H -2.43138 -1.27308 -0.14347 -0.42 -0.04 0.41 0.3796
H -0.07642 -2.32863 0.04918 -0.31 0.11 -0.24 0.4010
H 0.16761 2.14021 -0.34225 -0.29 -0.40 0.00 0.3005
H 3.01305 -0.87327 0.09236 0.58 -0.40 0.05 0.2522
H 2.87976 0.53800 -1.11472 0.06 -0.88 2.20 0.2173
H -2.36340 1.10466 -0.63074 0.49 0.25 -0.26 0.2646
H -2.03730 1.03226 1.00342 1.03 0.17 0.21 0.2539
H 0.80025 -0.41902 1.43269 1.24 0.73 -0.07 0.1325
```
Forces are in eV/Å.

Summary:
Kohn-Sham gap = 8.240 eV
Energy above the lowest of the compared OMol25 structures with the same formula, charge and spin = 165.59 kcal/mol
LUMO energy = 0.5549 eV
Charge = 0
SMILES = C=[S@H]1=CCC=C1
E = -593.2243 Eh
HOMO level = -7.686 eV

[2]
A single C5H8S molecule. Source: the Open Molecules 2025 dataset; level of theory: ωB97M-V/def2-TZVPD.

The geometry in XYZ format:
```
14
Properties=species:S:1:pos:R:3:forces:R:3:mulliken_charge:R:1
C -0.14136 1.67323 -0.07920 1.24 -0.42 0.19 -0.8383
C 0.29090 0.42830 -0.06594 0.04 0.83 0.11 0.8218
C -0.74009 -0.63267 -0.30594 -1.20 0.41 -0.34 -0.5006
C -2.01844 0.08682 -0.71140 -0.01 -1.76 0.01 -0.4701
C 1.71551 -0.00055 0.21535 -0.31 0.17 0.02 -1.1996
S -3.44444 0.03779 0.23210 -0.06 0.15 0.06 -0.2030
H 0.31779 2.63030 0.04535 0.09 0.46 0.08 0.3628
H -0.43787 -1.32631 -1.09860 0.15 0.06 0.05 0.2782
H -0.89094 -1.22588 0.59990 -0.01 -0.05 0.00 0.3064
H -2.17335 0.30679 -1.75067 -0.03 0.22 -0.22 0.3922
H 2.40296 0.83959 0.16322 0.05 0.01 0.01 0.3492
H 2.01759 -0.75763 -0.50599 0.09 -0.06 -0.06 0.3013
H 1.77876 -0.44062 1.21377 0.02 -0.03 -0.04 0.2859
H -2.83168 -0.15794 1.40521 -0.05 0.00 0.14 0.1138
```
Forces are in eV/Å.

Summary:
<S²> = 2.017
2S+1 = 3
Kohn-Sham gap (spin up / spin down) = 7.685 / 8.924 eV
Energy above the lowest of the compared OMol25 structures with the same formula, charge and spin = 44.78 kcal/mol
LUMO energy (spin up / spin down) = 0.9795 / -0.4121 eV
Charge = 0
E = -593.3241 Eh
HOMO level (spin up / spin down) = -6.705 / -9.336 eV

[3]
A single C5H8S2 molecule. Source: the Open Molecules 2025 dataset; level of theory: ωB97M-V/def2-TZVPD.

The geometry in XYZ format:
```
15
Properties=species:S:1:pos:R:3:forces:R:3:mulliken_charge:R:1
C 2.19577 -0.43574 -0.29434 -0.39 0.87 0.65 -0.8343
C -0.46355 -1.31820 0.19413 -0.10 -0.23 -0.05 0.1407
C -0.75023 0.14618 0.25475 -0.03 -0.23 0.13 0.6066
C -1.68586 0.68107 -0.78640 -0.50 -0.10 0.06 -1.2174
C -0.25008 0.87703 1.24265 0.55 -0.80 0.28 -1.0151
H 1.74434 0.15540 -1.10273 0.18 -0.15 0.34 0.2928
H 3.14555 -0.81137 -0.62259 0.44 -0.34 -0.27 0.3615
H 2.39172 0.19970 0.60074 -0.34 -0.47 -0.72 0.2747
H -1.27224 0.53065 -1.77939 -0.01 -0.13 -0.21 0.2811
H -2.67320 0.18363 -0.74018 0.56 0.10 -0.02 0.3277
H -1.84368 1.74517 -0.65229 0.02 0.19 0.09 0.3796
H -0.47134 1.90445 1.35628 -0.36 0.94 -0.04 0.2931
H 0.41063 0.46592 2.00763 -0.18 -0.10 -0.28 0.3388
S 1.18070 -1.88887 0.07670 -0.11 0.17 0.02 -0.0026
S -1.65851 -2.43503 0.24508 0.26 0.27 0.01 -0.2273
```
Forces are in eV/Å.

Summary:
Kohn-Sham gap = 8.321 eV
Energy above the lowest of the compared OMol25 structures with the same formula, charge and spin = 22.00 kcal/mol
LUMO energy = -0.2549 eV
Charge = 0
SMILES = C=C(C)C(=S)SC
E = -991.6512 Eh
HOMO level = -8.576 eV

[4]
A single C5H8S2 molecule. Source: the Open Molecules 2025 dataset; level of theory: ωB97M-V/def2-TZVPD.

The geometry in XYZ format:
```
15
Properties=species:S:1:pos:R:3:forces:R:3:mulliken_charge:R:1
C 0.98050 0.51222 0.17533 -1.09 -0.34 -0.34 -0.1937
C -0.12025 1.54214 0.62331 0.06 3.91 -0.78 -0.7021
C -1.13094 -0.76735 0.59296 1.50 -1.75 -0.60 -0.1193
C -0.92440 -1.73446 -0.65525 1.84 -2.34 3.65 -0.6375
C -0.06610 -0.42382 -0.44595 -1.76 -2.57 -0.44 0.0150
H 3.09594 0.24962 -0.74235 -1.27 1.96 -0.89 0.1609
H 1.53193 0.01458 0.97505 -0.01 0.29 -0.06 0.3692
H -0.21023 2.13668 -0.35991 -0.26 -0.57 1.36 0.2668
H 0.01347 2.40175 1.40382 0.58 -1.92 -1.10 0.3216
H -0.73046 -1.37449 1.48502 -0.54 1.34 -1.23 0.2205
H -0.52408 -2.76596 -0.21613 -1.04 2.14 -1.09 0.1936
H -1.66648 -1.88664 -1.43778 0.56 0.62 -0.27 0.2861
H -0.60713 -0.06367 -1.30108 0.29 2.22 -0.08 0.2219
S 2.15231 1.32775 -1.05367 0.95 -2.67 1.78 -0.2265
S -1.79410 0.83165 0.95664 0.19 -0.30 0.08 -0.1766
```
Forces are in eV/Å.

Summary:
Kohn-Sham gap = 9.168 eV
Energy above the lowest of the compared OMol25 structures with the same formula, charge and spin = 102.77 kcal/mol
LUMO energy = 0.6620 eV
Charge = 0
SMILES = S[C@H]1CS[C@H]2C[C@@H]21
E = -991.5225 Eh
HOMO level = -8.506 eV

[5]
A molecular structure, C5H8S3. Source: the Open Molecules 2025 dataset; level of theory: ωB97M-V/def2-TZVPD.

The geometry in XYZ format:
```
16
Properties=species:S:1:pos:R:3:forces:R:3:mulliken_charge:R:1
C 0.45355 -1.06800 -2.31490 -1.11 2.72 -2.59 -0.9139
C 0.00250 -1.41177 -0.95380 -0.95 2.59 1.69 -0.2543
C -0.75827 0.56790 0.54707 -3.69 2.88 -3.82 -0.0699
C -0.63243 1.24569 1.80923 -1.66 1.82 4.20 -0.0961
C 0.04946 -0.12308 1.39383 0.69 -3.22 4.16 -0.3923
H 1.13429 -1.93433 -2.74373 -1.17 2.44 0.20 0.2465
H -0.68246 -0.58504 -3.06569 3.64 -2.43 1.79 0.2664
H 0.81989 0.10698 -2.10270 0.02 -3.44 -1.35 0.3143
H -0.36190 -2.38456 -0.63951 0.76 -0.25 -0.21 0.4560
H -0.16927 1.30122 0.06678 0.88 0.22 -1.59 0.3531
H -1.53281 1.44305 2.65305 2.65 -1.62 -2.04 0.2727
H 1.87756 1.95644 1.89036 -3.48 2.20 0.17 0.1645
H -0.41014 -1.00784 1.98366 0.72 1.61 -1.03 0.2134
S -1.55524 -0.31656 -0.80504 -0.13 -0.41 1.36 -0.1593
S 0.40475 2.81498 1.98296 2.85 -3.21 -0.63 -0.2597
S 1.36051 -0.60508 0.29844 -0.03 -1.90 -0.30 -0.1415
```
Forces are in eV/Å.

Summary:
Kohn-Sham gap = 8.378 eV
Energy above the lowest of the compared OMol25 structures with the same formula, charge and spin = 175.79 kcal/mol
LUMO energy = -0.2218 eV
Charge = 0
E = -1389.5854 Eh
HOMO level = -8.600 eV

[6]
A single C5H9B molecule. Source: the Open Molecules 2025 dataset; level of theory: ωB97M-V/def2-TZVPD.

The geometry in XYZ format:
```
15
Properties=species:S:1:pos:R:3:forces:R:3:mulliken_charge:R:1
B -0.50913 0.00038 0.17664 1.43 0.18 -0.12 0.1472
C 1.92959 0.12778 -0.60213 1.49 -0.89 1.22 -0.0503
C 1.68194 -0.85330 -1.41465 -5.57 -0.35 0.05 -0.5812
C 1.03755 0.37878 0.62133 -1.27 1.75 -3.82 -0.8609
C -0.44351 -1.01949 -1.01036 3.62 -1.72 1.57 -0.6949
C -1.73294 0.64092 0.96791 2.78 -2.64 -0.44 -1.0587
H 2.93854 0.53299 -0.73201 -0.16 0.54 0.57 0.3187
H 2.00857 -1.24829 -2.35227 0.51 -0.07 -0.11 0.3612
H 1.14814 1.44718 0.76812 -0.31 0.35 0.90 0.3446
H 1.28740 -0.16098 1.46450 0.96 -1.07 1.94 0.4101
H -0.51114 -2.05370 -0.43636 -0.15 1.66 -1.58 0.2369
H -0.80487 -0.97247 -2.01488 -0.68 -0.22 -0.20 0.3949
H -2.27065 -0.10416 1.48577 -0.56 -1.03 0.92 0.3706
H -2.37462 0.93351 0.24628 -2.28 1.74 -2.20 0.3944
H -1.34095 1.34614 1.61299 0.20 1.75 1.28 0.2674
```
Forces are in eV/Å.

Summary:
Kohn-Sham gap = 9.243 eV
Energy above the lowest of the compared OMol25 structures with the same formula, charge and spin = 68.62 kcal/mol
LUMO energy = 0.6096 eV
Charge = 0
E = -220.6228 Eh
HOMO level = -8.633 eV

[7]
A molecular structure, C5H9B3CaF3O9P. Source: the Open Molecules 2025 dataset; level of theory: ωB97M-V/def2-TZVPD.

The geometry in XYZ format:
```
31
Properties=species:S:1:pos:R:3:forces:R:3:mulliken_charge:R:1
O -3.81522 1.16720 4.81171 5.66 0.55 -7.19 -0.4662
C -2.94851 1.26058 3.79867 -3.51 -0.01 5.53 0.3545
O -1.85435 2.27688 3.94515 -0.90 -3.28 -0.52 -0.4654
C -3.01830 0.27500 2.44908 0.78 0.50 0.99 -0.3775
C -1.50675 0.29595 1.80890 0.32 -0.49 0.20 -0.5182
B -1.30957 -0.61816 0.45724 0.19 -1.94 0.95 0.4224
O -0.50165 -1.88440 0.56733 1.58 4.47 -2.62 -0.3169
B 0.69810 -1.56073 -0.28336 -1.54 -1.90 1.04 0.3939
C 2.14115 -1.36882 0.48088 -0.55 0.40 1.39 -0.3743
O 3.25657 -2.12316 -0.11397 3.23 2.81 1.52 -0.2681
C 4.54954 -1.45930 0.24918 0.87 -0.82 0.17 0.7344
F 4.52992 -0.90463 1.64690 0.07 -1.57 -5.15 -0.2123
F 4.79508 -0.39393 -0.77256 -0.58 -3.25 3.76 -0.2280
F 5.70100 -2.42054 0.22117 -4.62 3.69 -0.17 -0.2040
O 0.43889 -1.40235 -1.72966 -2.59 3.96 1.33 -0.3782
B -0.67604 -0.40680 -1.87574 -0.28 -4.31 4.13 0.1351
P -0.75282 0.81941 -3.37052 -5.99 5.74 1.94 0.8437
O -2.13510 1.64734 -3.31536 5.98 -3.42 -1.04 -0.4971
O -0.80540 -0.07408 -4.90307 3.17 1.82 -0.86 -0.4103
O 0.54871 1.98956 -3.37789 -2.44 -1.56 -0.81 -0.5006
O -1.81228 -0.30196 -0.90029 4.89 0.30 -1.71 -0.1904
H -0.96823 1.80432 4.09269 -1.93 0.79 -0.34 0.3493
H -3.26717 -0.80332 2.88116 0.43 2.43 -1.04 0.2981
H -3.83295 0.62184 1.67848 1.56 -0.54 1.77 0.3343
H -1.12935 1.38604 1.58329 -0.97 -1.93 0.53 0.3806
H -0.79175 -0.17722 2.63758 -1.41 1.04 -1.89 0.2980
H 2.35049 -0.19515 0.50459 -0.31 -2.36 0.00 0.3185
H 2.00916 -1.74927 1.60453 0.23 1.02 -2.45 0.2717
H 0.08028 0.13742 -5.36363 -0.95 -5.52 5.07 0.2860
H 0.12049 2.83975 -3.00956 0.59 -1.41 -0.68 0.4170
Ca -0.09394 1.32251 -6.40292 -0.99 4.83 -3.86 1.5701
```
Forces are in eV/Å.

Summary:
Kohn-Sham gap = 3.044 eV
LUMO energy = -10.9545 eV
Charge = +2
E = -2265.5605 Eh
HOMO level = -13.999 eV

[8]
A single C5H9BO molecule. Source: the Open Molecules 2025 dataset; level of theory: ωB97M-V/def2-TZVPD.

The geometry in XYZ format:
```
16
Properties=species:S:1:pos:R:3:forces:R:3:mulliken_charge:R:1
B 0.03715 0.14982 -0.08423 -1.48 1.07 2.45 0.4309
C 0.08730 -2.10655 -1.31927 0.05 0.22 -0.06 -0.7280
C 1.07878 2.32527 -0.99437 -0.08 -0.03 0.06 -0.6872
C 0.09767 -1.40738 -0.18798 -0.04 0.17 0.31 -0.0741
C 0.64965 1.07965 -1.16727 -0.17 -0.19 -0.04 -0.0624
C -1.12905 0.04040 2.15508 -0.17 -0.36 0.48 -0.6967
O -0.61954 0.77484 1.08448 1.86 -0.71 -3.21 -0.4991
H 0.12455 -3.18425 -1.32650 -0.05 -0.20 0.00 0.2627
H 0.03382 -1.62590 -2.28737 0.03 0.06 -0.08 0.2177
H 1.53666 2.89409 -1.79117 0.06 0.03 -0.10 0.2690
H 0.99315 2.81990 -0.04166 -0.06 0.10 0.25 0.2613
H 0.12552 -1.97675 0.73682 0.00 -0.08 0.06 0.3142
H 0.79364 0.63856 -2.14939 0.06 0.00 -0.09 0.1333
H -0.31896 -0.39245 2.75581 -0.13 0.01 0.00 0.3012
H -1.79823 -0.76901 1.83661 0.07 0.12 0.01 0.3145
H -1.69211 0.73977 2.78041 0.04 -0.19 -0.02 0.2427
```
Forces are in eV/Å.

Summary:
Kohn-Sham gap = 10.312 eV
Energy above the lowest of the compared OMol25 structures with the same formula, charge and spin = 9.48 kcal/mol
LUMO energy = 0.3892 eV
Charge = 0
SMILES = C=CB(C=C)OC
E = -295.9894 Eh
HOMO level = -9.923 eV

Q: Number 1 is which compound?
A: C5H8S

Q: What is the formula in the seventh record?
A: C5H9B3CaF3O9P

Q: Which value of E does entry 1 give?
A: -593.2243 Eh

Q: charge of number 7 (C5H9B3CaF3O9P)?
A: +2